# 1
# CH4OS3

2 unconnected molecules or ions with the total composition CH4OS3 at a distorted geometry (ωB97M-V with the def2-TZVPD basis set, OMol25).

Computed properties:
M ... 128.24 g mol⁻¹
E ... -1310.25037 Eh
Energy relative to the best compared isomer or geometry (same formula, charge and spin) ... 0.773 eV
Total charge ... 0

Bonds (Å) are listed after each position.
Geometry (Å):
1 C -1.264 -1.189 0.766  S4 1.870, H6 1.086, H7 1.084, H8 1.149
2 O 2.137 1.193 0.310  S5 1.457
3 S 2.236 2.521 -2.203  S5 1.925
4 S -1.168 -0.094 -0.747  C1 1.870, H9 1.374
5 S 2.059 0.938 -1.122  O2 1.457, S3 1.925
6 H -2.085 -0.743 1.322  C1 1.086
7 H -0.291 -1.110 1.236  C1 1.084
8 H -1.252 -2.303 0.489  C1 1.149
9 H -0.374 0.788 -0.054  S4 1.374

# 2
# C4H7FN2

A single C4H7FN2 molecule (ωB97M-V with the def2-TZVPD basis set, OMol25).

Computed properties:
M ... 102.11 g mol⁻¹
E ... -365.93934 Eh
Energy relative to the best compared isomer or geometry (same formula, charge and spin) ... 1.065 eV
Total charge ... 0

Bonds (Å) are listed after each position.
Geometry (Å):
1 H 0.579 2.385 1.270  N2 1.013
2 N 0.661 1.756 2.061  H1 1.013, C3 1.272
3 C 0.437 0.540 1.760  N2 1.272, N4 1.387, H9 1.077
4 N 0.087 -0.080 0.569  C3 1.387, C5 1.480, C6 1.398
5 C -0.064 -1.550 0.497  N4 1.480, H10 1.108, H11 1.113, H12 1.078
6 C -0.015 0.631 -0.631  N4 1.398, C7 1.329, H13 1.100
7 C -0.396 0.199 -1.828  C6 1.329, F8 1.335, H14 1.062
8 F -0.587 -1.085 -2.139  C7 1.335
9 H 0.468 -0.124 2.608  C3 1.077
10 H 0.606 -2.002 -0.261  C5 1.108
11 H 0.038 -2.043 1.489  C5 1.113
12 H -1.091 -1.677 0.193  C5 1.078
13 H 0.244 1.700 -0.601  C6 1.100
14 H -0.568 0.870 -2.634  C7 1.062

# 3
# C3H8NO

A gas-phase ion, C3H8NO (charge -1) at a distorted geometry (ωB97M-V with the def2-TZVPD basis set, OMol25).

Computed properties:
M ... 74.10 g mol⁻¹
E ... -249.02576 Eh
Energy relative to the best compared isomer or geometry (same formula, charge and spin) ... 1.656 eV
Total charge ... -1

Bonds (Å) are listed after each position.
Geometry (Å):
1 C -1.893 0.181 0.301  C2 1.523, H6 1.098, H7 1.081, H8 1.084
2 C -0.427 -0.183 0.496  C1 1.523, N3 1.521, H9 1.181, H10 1.209
3 N 0.278 0.047 -0.832  C2 1.521, C4 1.684, H11 1.047
4 C 1.900 -0.275 -0.513  N3 1.684, O5 1.329, H12 1.184, H13 1.162
5 O 2.460 -0.530 0.666  C4 1.329
6 H -2.390 -0.350 -0.521  C1 1.098
7 H -1.919 1.249 0.137  C1 1.081
8 H -2.379 -0.049 1.242  C1 1.084
9 H -0.494 -1.227 1.043  C2 1.181
10 H 0.309 0.434 1.230  C2 1.209
11 H 0.247 1.091 -0.906  N3 1.047
12 H 2.374 0.696 -0.996  C4 1.184
13 H 1.935 -1.084 -1.347  C4 1.162